Density functional theory data (ωB97M-V/def2-TZVPD) for a 14-piece molecular cluster, C40H78Br27F4OPS overall in a non-equilibrium geometry.

Atoms and positions in Å:
C 1.93 -3.08 3.55
C 1.24 -2.12 2.96
C 0.29 -2.43 1.86
P 0.75 -1.82 0.18
C -0.11 -0.51 -0.79
C -0.59 0.70 0.06
C -1.96 1.16 -0.40
S -3.04 1.87 0.89
C 1.98 -0.49 0.88
O 2.41 0.40 -0.21
C 3.61 0.92 -0.06
F 3.87 1.33 1.18
F 3.72 1.99 -0.85
F 4.59 0.08 -0.42
C 2.20 -2.68 -0.64
C 2.79 -3.79 0.19
C 3.57 -4.73 -0.71
F 3.72 -3.25 1.05
C -0.40 -3.20 -0.65
C -1.71 -3.52 0.00
C -2.64 -2.38 0.26
Br -2.72 -4.73 -1.26
H 2.95 -2.97 3.80
H 1.50 -4.05 3.72
H 1.37 -1.12 3.31
H -0.70 -2.11 2.16
H 0.29 -3.51 1.79
H 0.50 -0.17 -1.63
H -1.00 -0.88 -1.26
H 0.07 1.52 -0.06
H -0.63 0.37 1.08
H -1.80 1.90 -1.15
H -2.53 0.36 -0.84
H -2.29 1.77 1.99
H 2.87 -0.97 1.24
H 1.57 0.16 1.63
H 3.01 -1.99 -0.83
H 1.88 -3.05 -1.59
H 2.05 -4.36 0.71
H 4.59 -4.40 -0.73
H 3.23 -4.70 -1.72
H 3.58 -5.74 -0.33
H 0.18 -4.11 -0.62
H -0.55 -3.02 -1.70
H -1.62 -4.13 0.87
H -3.50 -2.69 0.84
H -3.02 -2.02 -0.68
H -2.18 -1.53 0.74
Br -1.34 4.82 -2.04
C 0.06 4.75 -3.39
C 0.14 3.38 -3.99
Br 1.01 2.16 -2.74
H 0.99 5.04 -2.90
H -0.21 5.52 -4.12
H 0.75 3.38 -4.89
H -0.84 2.97 -4.23
Br 7.15 3.82 2.67
C 6.33 3.58 0.92
C 7.36 3.53 -0.18
Br 8.05 5.30 -0.60
H 5.62 4.38 0.79
H 5.80 2.63 0.98
H 6.91 3.17 -1.10
H 8.22 2.91 0.07
Br -4.38 -3.49 -5.41
C -4.70 -2.71 -3.66
C -4.24 -1.29 -3.59
Br -2.30 -1.18 -3.42
H -4.21 -3.35 -2.94
H -5.78 -2.77 -3.52
H -4.61 -0.81 -2.70
H -4.52 -0.71 -4.47
Br -5.45 -0.25 -0.30
C -6.98 -1.32 0.25
C -7.37 -1.07 1.69
Br -6.17 -1.95 2.94
H -6.72 -2.36 0.06
H -7.79 -1.02 -0.41
H -8.35 -1.50 1.89
H -7.37 -0.02 1.94
Br -2.17 2.94 -7.51
C -1.18 1.47 -8.32
C 0.14 1.26 -7.63
Br 1.44 2.62 -8.15
H -1.08 1.70 -9.37
H -1.81 0.60 -8.19
H 0.58 0.32 -7.93
H 0.07 1.30 -6.55
Br 4.06 -4.22 8.25
C 4.38 -2.30 8.27
C 3.18 -1.53 7.79
Br 2.99 -1.64 5.85
H 5.26 -2.13 7.66
H 4.60 -2.06 9.30
H 3.30 -0.47 8.02
H 2.25 -1.89 8.21
Br -3.05 -3.96 4.24
C -2.88 -4.07 6.18
C -3.31 -2.79 6.84
Br -1.97 -1.40 6.67
H -1.86 -4.34 6.39
H -3.54 -4.89 6.47
H -3.44 -2.94 7.91
H -4.23 -2.39 6.42
Br 0.49 -6.44 1.89
C -1.05 -7.28 1.05
C -2.01 -7.83 2.07
Br -1.37 -9.49 2.86
H -0.67 -8.05 0.38
H -1.53 -6.50 0.47
H -2.96 -8.08 1.59
H -2.19 -7.14 2.88
Br -8.84 -4.27 -5.27
C -8.74 -5.90 -6.34
C -7.36 -6.10 -6.91
Br -7.02 -4.93 -8.42
H -9.50 -5.82 -7.10
H -8.99 -6.70 -5.65
H -7.26 -7.11 -7.30
H -6.57 -5.91 -6.19
Br 6.86 6.12 -6.39
C 7.61 6.10 -4.59
C 7.31 7.38 -3.85
Br 8.45 8.83 -4.46
H 8.67 5.91 -4.70
H 7.13 5.26 -4.09
H 7.53 7.26 -2.80
H 6.29 7.71 -3.97
Br -1.51 6.23 -6.19
C -1.78 6.79 -8.03
C -0.47 6.99 -8.75
Br 0.38 8.66 -8.22
H -2.39 7.68 -8.00
H -2.34 5.98 -8.50
H -0.64 7.08 -9.82
H 0.24 6.20 -8.55
Br -4.44 2.09 7.17
C -4.56 2.29 9.10
C -3.41 1.60 9.80
Br -3.66 -0.33 9.84
H -5.52 1.90 9.40
H -4.52 3.36 9.28
H -3.36 1.91 10.84
H -2.46 1.79 9.32
Br 5.62 8.42 6.99
C 6.85 8.25 5.49
C 7.01 6.82 5.05
Br 8.13 5.81 6.27
H 7.79 8.69 5.81
H 6.42 8.85 4.70
H 7.51 6.77 4.09
H 6.06 6.30 4.99

Results
Lowest unoccupied orbital energy   0.11 eV
Gap between HOMO and LUMO   8.28 eV
Charge   0
F_max   1.810 eV/Å
Multiplicity   1